Record 1
Entry from the OMol25 dataset: 2 unconnected molecules or ions with the total composition C20H39BrN3O5 in a non-equilibrium geometry (ωB97M-V with the def2-TZVPD basis set).

Cartesian coordinates (Å):
C 1.20 -1.48 3.83
C 0.64 -0.42 3.26
C -0.04 0.67 2.30
N 0.92 1.49 1.50
C 2.07 0.70 0.95
C 1.59 -0.47 -0.10
C 2.51 -1.81 0.00
C 1.53 -3.08 0.25
O 1.95 -3.80 1.46
C 3.15 -4.54 1.19
O 4.10 -4.62 2.03
C 1.37 2.71 2.24
N 2.43 2.51 3.24
N 0.87 3.92 1.99
C -0.18 3.98 0.89
C 0.52 3.86 -0.59
C 1.28 5.20 2.65
Br 1.05 5.17 4.66
C 2.70 5.81 2.18
C 4.00 5.26 2.94
H 1.91 -2.23 4.36
H -0.76 0.14 1.57
H -0.67 1.39 2.96
H 2.68 1.45 0.29
H 2.81 0.31 1.74
H 1.77 -0.06 -1.18
H 0.46 -0.69 -0.04
H 3.37 -1.73 0.76
H 3.01 -1.98 -1.04
H 1.65 -3.83 -0.63
H 0.41 -2.82 0.30
H 3.29 -5.05 0.16
H 3.36 2.47 2.80
H 2.28 1.69 3.84
H -1.00 3.16 1.03
H -0.76 4.98 0.87
H 0.23 2.89 -1.13
H 1.66 3.83 -0.38
H 0.33 4.81 -1.22
H 0.48 5.99 2.32
H 2.63 6.96 2.31
H 2.78 5.64 1.03
H 4.78 6.13 3.03
H 3.81 4.71 3.93
H 4.51 4.48 2.23
C -5.79 -1.14 -2.95
O -4.89 -2.08 -3.52
C -3.87 -1.49 -4.32
C -2.49 -2.04 -3.96
O -2.01 -1.73 -2.64
C -2.70 -2.32 -1.54
C -2.63 -3.84 -1.43
O -3.35 -4.47 -2.49
C -2.65 -5.53 -3.11
H -6.62 -0.95 -3.64
H -6.19 -1.58 -2.03
H -5.30 -0.20 -2.69
H -3.87 -0.40 -4.22
H -4.09 -1.74 -5.36
H -1.77 -1.58 -4.64
H -2.42 -3.11 -4.14
H -3.73 -1.97 -1.50
H -2.22 -1.91 -0.64
H -3.09 -4.16 -0.49
H -1.58 -4.15 -1.42
H -1.57 -5.35 -3.17
H -3.03 -5.63 -4.13
H -2.84 -6.47 -2.57

Computed properties:
Multiplicity: 1
Orbital gap in hartree: 0.2458
Charge: +1
Calculated total energy in a.u.: -3899.3540

---

Record 2
Entry from the OMol25 dataset: a molecular structure, C20H39CdN4SSbSeSi (ωB97M-V with the def2-TZVPD basis set).

Cartesian coordinates (Å):
Cd -0.72 -1.00 1.28
C -0.72 -4.64 4.23
C -0.90 -3.68 3.09
N -0.61 -2.44 3.15
N -0.19 -1.88 4.31
C -0.46 -0.60 4.37
N -0.04 0.05 5.48
S -1.30 0.41 3.20
C -1.54 -4.13 1.83
C -1.75 -5.47 1.56
C -2.48 -5.84 0.44
C -2.99 -4.84 -0.37
C -2.72 -3.53 -0.05
N -2.01 -3.17 1.02
H -0.47 -4.10 5.13
H 0.10 -5.34 4.01
H -1.62 -5.23 4.39
H 0.29 -0.50 6.25
H -0.33 1.00 5.63
H -1.35 -6.23 2.22
H -2.65 -6.88 0.21
H -3.59 -5.08 -1.25
H -3.09 -2.72 -0.67
C -0.19 -3.68 -2.68
Si -0.07 -1.82 -2.49
C -1.77 -1.04 -2.71
C 1.03 -1.16 -3.87
Se 0.97 -1.28 -0.55
H -0.57 -3.95 -3.67
H -0.86 -4.12 -1.93
H 0.79 -4.14 -2.54
H -2.29 -1.51 -3.55
H -1.68 0.02 -2.92
H -2.40 -1.14 -1.83
H 0.61 -1.41 -4.85
H 2.03 -1.60 -3.81
H 1.13 -0.08 -3.81
C -0.34 5.21 0.63
C 1.02 4.57 0.34
C 2.00 4.88 1.47
Sb 0.81 2.42 0.12
C 2.73 2.01 -0.83
C 3.68 1.40 0.19
C 3.39 3.19 -1.55
C -0.42 2.37 -1.67
C -0.22 3.51 -2.67
C -1.88 2.25 -1.26
H -0.24 6.29 0.77
H -0.77 4.80 1.55
H -1.06 5.05 -0.17
H 1.41 4.97 -0.60
H 1.64 4.48 2.42
H 2.12 5.96 1.59
H 2.99 4.45 1.29
H 2.47 1.24 -1.56
H 3.93 2.10 0.99
H 4.63 1.11 -0.29
H 3.25 0.50 0.65
H 3.63 4.00 -0.86
H 2.75 3.61 -2.33
H 4.32 2.87 -2.02
H -0.11 1.44 -2.14
H -0.49 4.48 -2.23
H -0.85 3.37 -3.55
H 0.81 3.59 -3.01
H -2.22 3.12 -0.70
H -2.05 1.37 -0.64
H -2.53 2.16 -2.14

Computed properties:
Energy above the lowest of the compared OMol25 structures with the same formula, charge and spin in eV: 0.176
Multiplicity: 1
Orbital gap in hartree: 0.2633
Charge: 0
Calculated total energy in a.u.: -4501.6688

---

Record 3
Entry from the OMol25 dataset: 15 unconnected molecules or ions with the total composition C20H39Cl29O3 in a non-equilibrium geometry (ωB97M-V with the def2-TZVPD basis set).

Cartesian coordinates (Å):
C 2.74 -0.17 2.26
O 1.91 0.86 1.70
C 0.79 0.26 1.08
C -0.31 1.31 0.88
O -1.17 1.36 2.01
C -2.39 0.69 1.82
C -2.39 -0.81 2.17
C -2.30 -1.68 0.92
O -3.22 -1.70 0.18
Cl -0.86 -2.66 0.57
H 3.76 0.17 2.35
H 2.71 -1.05 1.60
H 2.31 -0.49 3.22
H 1.06 -0.17 0.11
H 0.43 -0.51 1.76
H 0.19 2.27 0.75
H -0.84 1.08 -0.05
H -2.78 0.83 0.81
H -3.13 1.15 2.49
H -1.61 -1.07 2.89
H -3.35 -1.07 2.61
C 4.46 -1.84 -0.84
Cl 3.11 -1.38 -1.88
Cl 3.90 -2.88 0.48
H 5.19 -2.37 -1.43
H 4.89 -0.95 -0.40
C -2.22 -4.33 -1.90
Cl -2.77 -3.02 -2.97
Cl -0.64 -4.95 -2.40
H -2.14 -3.95 -0.89
H -2.94 -5.13 -1.94
C 7.17 1.20 -2.09
Cl 6.77 0.11 -3.43
Cl 6.95 0.41 -0.53
H 8.21 1.50 -2.19
H 6.52 2.06 -2.14
C 7.31 -0.07 -7.08
Cl 6.61 1.21 -8.08
Cl 8.96 -0.46 -7.58
H 7.33 0.27 -6.05
H 6.69 -0.95 -7.17
C -3.31 3.84 0.22
Cl -2.09 4.54 -0.84
Cl -4.03 2.38 -0.47
H -2.85 3.58 1.17
H -4.11 4.57 0.38
C 1.76 -0.87 6.80
Cl 1.40 0.85 6.65
Cl 2.74 -1.45 5.44
H 2.31 -1.03 7.72
H 0.83 -1.42 6.82
C -5.66 -0.91 -4.71
Cl -6.16 -1.36 -6.35
Cl -7.05 -0.73 -3.63
H -5.01 -1.69 -4.32
H -5.13 0.03 -4.75
C -0.91 1.61 -2.56
Cl 0.46 0.51 -2.41
Cl -2.20 0.88 -3.53
H -1.30 1.83 -1.57
H -0.58 2.52 -3.05
C -0.55 -0.12 -6.85
Cl -1.27 1.06 -7.95
Cl 1.07 -0.61 -7.37
H -0.48 0.32 -5.86
H -1.19 -1.00 -6.83
C -7.54 4.72 0.87
Cl -8.91 5.67 1.44
Cl -6.02 5.62 1.00
H -7.47 3.82 1.48
H -7.70 4.46 -0.17
C -3.02 -8.46 -2.43
Cl -3.15 -7.47 -0.97
Cl -1.52 -9.41 -2.45
H -3.86 -9.14 -2.46
H -3.02 -7.81 -3.30
C -5.25 -2.19 4.96
Cl -5.24 -0.71 3.99
Cl -3.84 -3.21 4.63
H -5.23 -1.91 6.01
H -6.15 -2.75 4.74
C 6.47 3.35 2.47
Cl 6.40 1.73 3.16
Cl 6.56 3.30 0.71
H 5.57 3.89 2.76
H 7.35 3.85 2.85
C 2.78 4.58 7.46
Cl 4.04 3.38 7.74
Cl 1.57 4.01 6.31
H 2.29 4.80 8.40
H 3.24 5.48 7.06

Computed properties:
Multiplicity: 1
Orbital gap in hartree: 0.3477
Charge: 0
Calculated total energy in a.u.: -14356.6358

---

Record 4
Entry from the OMol25 dataset: a molecular structure, C20H39N2O2P3Pt in a non-equilibrium geometry (ωB97M-V with the def2-TZVPD basis set).

Cartesian coordinates (Å):
P -1.40 1.32 -1.85
C -0.87 3.07 -1.78
H -1.49 3.64 -2.48
H 0.19 3.10 -2.06
H -0.98 3.45 -0.76
C -1.40 1.03 -3.67
H -1.90 0.09 -3.91
H -0.35 0.97 -4.00
H -1.91 1.89 -4.13
C -3.20 1.49 -1.51
H -3.63 2.07 -2.33
H -3.32 2.01 -0.55
H -3.66 0.50 -1.45
P -1.45 -1.23 2.47
C -1.20 -0.04 3.83
H -1.56 -0.49 4.77
H -1.77 0.88 3.62
H -0.14 0.21 3.92
C -3.24 -1.45 2.37
H -3.49 -2.27 1.69
H -3.69 -0.54 1.97
H -3.65 -1.65 3.37
C -0.70 -2.77 3.05
H -1.26 -3.15 3.91
H 0.34 -2.58 3.33
H -0.72 -3.51 2.25
P 2.22 -1.19 -0.83
C 3.78 -0.41 -0.25
H 4.60 -0.81 -0.87
H 3.92 -0.66 0.81
H 3.69 0.67 -0.37
C 2.61 -2.95 -0.52
H 3.64 -3.13 -0.83
H 1.91 -3.60 -1.05
H 2.49 -3.13 0.56
C 2.32 -0.99 -2.65
H 3.25 -1.47 -2.99
H 2.32 0.08 -2.87
H 1.45 -1.46 -3.13
Pt -0.55 -0.82 0.23
C -0.86 1.02 0.81
O -1.07 2.05 1.32
C 1.04 -0.42 1.36
O 1.80 -0.17 2.20
C -0.64 -3.43 -0.69
C -0.32 -2.94 -1.96
C -1.18 -2.06 -2.59
C -2.40 -1.71 -2.01
C -2.73 -2.21 -0.75
C -1.87 -3.11 -0.09
H -0.05 -4.25 -0.27
H 0.51 -3.38 -2.53
H -0.99 -1.79 -3.62
H -3.16 -1.21 -2.61
H -3.75 -2.10 -0.40
H -2.25 -3.74 0.73
C 2.33 5.07 0.75
N 2.40 3.71 1.25
C 2.80 3.47 2.62
C 1.99 2.70 0.53
N 1.60 1.82 -0.15
H 2.84 5.68 1.50
H 1.29 5.40 0.60
H 2.80 5.15 -0.24
H 1.93 3.21 3.26
H 3.51 2.62 2.67
H 3.24 4.40 2.99

Computed properties:
Energy above the lowest of the compared OMol25 structures with the same formula, charge and spin in eV: 0.785
Multiplicity: 5
Orbital gap (spin up / spin down) in hartree: 0.2505 / 0.1301
⟨S²⟩: 6.0181
Charge: +4
Calculated total energy in a.u.: -2187.0822

---

Record 5
Entry from the OMol25 dataset: a molecular structure, C20H39N2O2P3Ru in a non-equilibrium geometry (ωB97M-V with the def2-TZVPD basis set).

Cartesian coordinates (Å):
P 1.64 -1.29 3.88
C 3.40 -1.54 4.37
H 3.46 -1.94 5.39
H 3.94 -0.58 4.31
H 3.88 -2.24 3.67
C 1.11 -0.29 5.33
H 1.44 -0.77 6.27
H 0.01 -0.19 5.33
H 1.53 0.72 5.26
C 0.99 -2.93 4.41
H 1.36 -3.18 5.41
H 1.32 -3.70 3.69
H -0.11 -2.92 4.41
P 0.97 -3.09 -2.99
C 2.61 -3.83 -3.39
H 2.51 -4.53 -4.24
H 3.01 -4.36 -2.52
H 3.32 -3.03 -3.66
C 0.01 -4.65 -2.83
H 0.22 -5.31 -3.69
H -1.06 -4.42 -2.78
H 0.30 -5.16 -1.90
C 0.48 -2.61 -4.69
H 0.66 -3.45 -5.39
H 1.07 -1.74 -5.01
H -0.58 -2.33 -4.72
P 2.04 3.73 -1.16
C 3.82 4.00 -1.58
H 4.01 5.06 -1.76
H 4.09 3.41 -2.47
H 4.45 3.65 -0.74
C 1.31 4.59 -2.61
H 1.78 5.58 -2.76
H 0.22 4.72 -2.47
H 1.45 3.98 -3.52
C 1.87 5.06 0.09
H 2.31 5.99 -0.28
H 2.37 4.75 1.02
H 0.80 5.22 0.32
Ru 0.23 -0.08 -0.06
C 1.05 -1.73 0.35
O 1.54 -2.73 0.60
C 1.21 0.22 -1.65
O 1.79 0.40 -2.61
C -1.44 1.11 -1.07
C -1.36 1.61 0.31
C -1.46 0.48 1.48
C -1.60 -0.91 1.04
C -1.84 -1.18 -0.28
C -1.77 -0.19 -1.30
H -1.65 1.96 -1.73
H -1.38 2.62 0.66
H -1.51 0.86 2.47
H -1.92 -1.53 1.89
H -2.17 -2.23 -0.53
H -2.05 -0.46 -2.37
C -5.79 0.23 -0.31
N -4.89 0.94 0.52
C -5.13 1.97 1.58
C -3.62 0.59 0.31
N -2.60 1.24 0.98
H -6.86 0.54 -0.08
H -5.56 -0.86 -0.13
H -5.44 0.42 -1.36
H -4.69 1.62 2.55
H -4.58 2.91 1.31
H -6.25 2.12 1.63

Computed properties:
Multiplicity: 5
Orbital gap (spin up / spin down) in hartree: 0.2176 / 0.1067
⟨S²⟩: 6.0509
Charge: +4
Calculated total energy in a.u.: -2162.5520

---

Record 6
Entry from the OMol25 dataset: 6 unconnected molecules or ions with the total composition C20H39N4O7 in a non-equilibrium geometry (ωB97M-V with the def2-TZVPD basis set).

Cartesian coordinates (Å):
C -5.72 -2.73 -1.38
C -5.59 -1.64 -0.64
N -4.30 -0.97 -0.58
C -3.61 -1.05 0.52
N -3.97 -1.76 1.61
C -2.68 -1.98 2.41
C -1.62 -1.41 1.48
O -0.83 -2.30 0.74
N -1.62 -3.38 0.20
O -1.43 -3.51 -0.94
N -2.37 -0.42 0.69
H -6.50 -3.44 -1.14
H -5.05 -2.94 -2.20
H -6.37 -1.19 -0.05
H -3.94 -0.44 -1.37
H -4.28 -2.68 1.33
H -2.61 -3.04 2.60
H -2.80 -1.44 3.34
H -0.90 -0.93 2.14
H -1.93 -0.43 -0.23
C 2.62 0.50 2.05
C 1.97 0.42 3.41
O 1.05 -0.33 3.64
C 2.53 1.33 4.47
H 2.13 -0.20 1.38
H 2.52 1.51 1.66
H 3.68 0.25 2.13
H 2.43 2.37 4.16
H 3.58 1.11 4.64
H 1.98 1.18 5.40
C 3.28 4.77 -0.14
C 3.91 4.41 1.19
O 3.71 3.33 1.71
C 4.78 5.45 1.83
H 2.68 3.93 -0.49
H 2.65 5.64 -0.03
H 4.06 4.98 -0.87
H 4.20 6.36 2.02
H 5.62 5.69 1.17
H 5.17 5.07 2.77
C -7.08 -7.57 -3.23
C -7.55 -6.33 -2.52
O -7.59 -5.25 -3.08
C -7.97 -6.48 -1.08
H -6.81 -7.32 -4.26
H -6.21 -7.99 -2.73
H -7.88 -8.32 -3.25
H -7.14 -6.86 -0.48
H -8.80 -7.19 -1.01
H -8.29 -5.52 -0.69
C 9.73 5.01 2.40
C 9.06 6.06 1.56
O 8.26 5.77 0.70
C 9.43 7.50 1.84
H 9.38 4.02 2.10
H 10.81 5.05 2.26
H 9.50 5.16 3.45
H 10.50 7.64 1.68
H 9.19 7.75 2.87
H 8.88 8.15 1.17
C -2.36 -2.22 -5.39
C -2.03 -1.03 -4.54
O -2.90 -0.40 -3.96
C -0.58 -0.63 -4.43
H -3.43 -2.39 -5.38
H -2.04 -2.04 -6.42
H -1.85 -3.11 -5.01
H -0.19 -0.39 -5.42
H 0.00 -1.45 -4.01
H -0.48 0.24 -3.79

Computed properties:
Multiplicity: 1
Orbital gap in hartree: 0.2708
Charge: +1
Calculated total energy in a.u.: -1530.8183